# 1
This record from the OMol25 dataset describes a molecular structure, C3H5CsLiO2. The level of theory is the ωB97M-V functional and the def2-TZVPD basis.

Highest occupied orbital energy (alpha / beta)   -7.8 / -7.8 eV
DFT total energy   -8030.3694 eV
Orbital gap (alpha / beta)   4.16 / 4.16 eV
Net charge   +1

Each line ends with the natural charge from an NBO analysis.
Cartesian coordinates (Å):
Cs -0.56679 2.96062 3.96427  0.98
O 2.01474 0.46345 1.49874  -0.61
O 2.73869 -0.20958 -0.69007  -0.81
C 2.57202 0.20085 0.52988  0.42
C -1.96473 -0.73611 -1.19388  -0.37
C -2.37805 -0.29781 0.02576  -0.41
Li 4.71098 -0.00937 -0.62294  0.61
H -2.82129 0.68554 0.13714  0.18
H -2.44239 -0.97658 0.86875  0.19
H 1.83498 -0.22229 -1.10178  0.41
H -1.73553 -1.78357 -1.36123  0.20
H -1.96263 -0.07516 -2.05466  0.20

# 2
This record from the OMol25 dataset describes a molecular structure, C3H5DyO4. The level of theory is the ωB97M-V functional and the def2-TZVPD basis.

Highest occupied orbital energy (alpha / beta)   -11.0 / -13.1 eV
DFT total energy   -35451.0965 eV
Orbital gap (alpha / beta)   6.95 / 7.33 eV
Multiplicity   7
Net charge   +1

Each line ends with the Löwdin charge.
Cartesian coordinates (Å):
Dy 1.76700 -0.42046 -2.17206  1.78
O 0.02799 -1.81984 -1.55965  -0.36
O 1.15796 2.70404 -0.11926  0.10
O 0.56869 0.60754 -0.16226  -0.26
O 0.89703 1.59253 1.82047  0.10
C -0.91953 -1.76200 -0.67955  -0.34
C -0.79694 -0.79140 0.45499  -0.07
C 0.90060 1.60335 0.60577  -0.76
H -1.35718 -2.72542 -0.35526  0.15
H 1.17819 3.47556 0.46051  0.13
H -0.04356 -1.18530 1.15458  0.14
H -1.71745 -0.54358 -0.57511  0.28
H -1.66282 -0.73502 1.12684  0.11

# 3
This record from the OMol25 dataset describes C3H5F2NO3 in the gas phase. The level of theory is the ωB97M-V functional and the def2-TZVPD basis.

Highest occupied orbital energy   -11.3 eV
DFT total energy   -16255.8267 eV
Orbital gap   10.84 eV
SMILES   C[C@H](O)C(F)(F)[N+](=O)[O-]

Each line ends with the natural charge from an NBO analysis.
Cartesian coordinates (Å):
F 2.82921 -1.54363 -0.62203  -0.33
F 2.24799 -0.95921 1.32557  -0.28
O 0.06616 -1.78532 -0.01748  -0.70
O 3.09672 1.23657 0.91013  -0.33
O 2.84560 1.14427 -1.19824  -0.35
N 2.71122 0.69383 -0.09723  0.46
C 0.65566 -0.58050 -0.40266  0.07
C -0.06293 0.62562 0.04950  -0.63
C 2.10912 -0.59208 0.08220  0.72
H 0.85875 -0.50320 -1.45231  0.18
H 0.52284 -2.57653 -0.16621  0.49
H 0.00572 0.57749 1.11082  0.22
H -1.02595 0.36771 -0.17286  0.24
H 0.40840 1.38598 -0.45164  0.23

# 4
This record from the OMol25 dataset describes 3 unconnected molecules or ions with the total composition C3H5F3O. The level of theory is the ωB97M-V functional and the def2-TZVPD basis.

Highest occupied orbital energy   -10.9 eV
DFT total energy   -13390.6531 eV
Orbital gap   11.65 eV
SMILES   O=C(F)F.C=C.F

Each line ends with the natural charge from an NBO analysis.
Cartesian coordinates (Å):
F 1.65667 -1.40110 -0.08753  -0.31
F 0.51278 0.57564 1.48488  -0.57
F 2.16078 0.63870 -0.69229  -0.33
O 3.26715 -0.40884 1.00236  -0.53
C 2.36720 -0.33503 0.25186  1.15
C -1.23896 0.61283 -0.61216  -0.46
C -1.83792 -0.59794 -0.38347  -0.34
H -0.20328 0.88229 1.00434  0.56
H -1.93704 -1.48299 -1.01144  0.21
H -0.61823 0.81585 -1.44378  0.22
H -2.65448 -0.78282 0.42029  0.20
H -1.47467 1.48340 0.06694  0.19

# 5
This record from the OMol25 dataset describes C3H5F3O2S in the gas phase. The level of theory is the ωB97M-V functional and the def2-TZVPD basis.

Highest occupied orbital energy   -8.9 eV
DFT total energy   -26273.4663 eV
Orbital gap   8.93 eV
SMILES   C[C@@](O)(SO)C(F)(F)F

Each line ends with the natural charge from an NBO analysis.
Cartesian coordinates (Å):
S 1.20810 -1.60933 0.15290  0.46
F 2.58678 1.77738 -1.02828  -0.33
F 3.52101 0.05986 -0.10053  -0.29
F 2.49192 -0.12934 -2.04571  -0.34
O 1.37505 0.72054 1.18637  -0.69
O -0.18016 -1.81056 1.10539  -0.91
C 1.12569 0.22559 -0.05728  0.06
C 2.43341 0.44250 -0.77004  0.95
C -0.15854 0.60508 -0.77613  -0.64
H -0.44221 -2.71380 1.35055  0.51
H 0.82625 0.18102 1.82279  0.50
H -0.83253 0.85091 -0.00600  0.23
H 0.19988 1.43680 -1.32899  0.23
H -0.61904 -0.20115 -1.44205  0.25

# 6
This record from the OMol25 dataset describes 3 unconnected molecules or ions with the total composition C3H5FINO. The level of theory is the ωB97M-V functional and the def2-TZVPD basis.

Highest occupied orbital energy   -9.6 eV
DFT total energy   -17545.5206 eV
Orbital gap   9.71 eV

Each line ends with the natural charge from an NBO analysis.
Cartesian coordinates (Å):
I -2.49860 0.43590 -0.39331  0.04
F -3.90853 -2.94404 0.58977  -0.60
O -1.80904 -2.29271 -1.24587  -0.53
N 1.65200 1.01963 0.11143  -0.50
C -1.38078 -1.16152 -1.33004  0.33
C 2.56823 1.75300 0.92118  -0.44
C 0.66991 0.58192 -0.34587  0.26
H 2.33934 1.82803 2.06887  0.23
H 2.51862 2.80235 0.65972  0.23
H -3.16337 -2.52460 0.03124  0.57
H 3.53544 1.29884 0.75846  0.23
H -0.52324 -0.79680 -1.82559  0.18

# 7
This record from the OMol25 dataset describes C3H5FN2 in the gas phase. The level of theory is the ωB97M-V functional and the def2-TZVPD basis.

Highest occupied orbital energy   -9.7 eV
DFT total energy   -8885.7990 eV
Orbital gap   10.72 eV
SMILES   FN1C=NCC1

Each line ends with the natural charge from an NBO analysis.
Cartesian coordinates (Å):
F 1.94725 0.73636 0.35373  -0.30
N -0.33561 -1.37936 0.24641  -0.38
N 0.62829 0.84329 0.87678  -0.07
C 0.34231 -0.89916 1.17321  0.24
C -0.53807 -0.46075 -0.86115  -0.28
C -0.27746 0.94073 -0.23924  -0.30
H 0.63542 -1.27840 2.11451  0.21
H 0.02900 1.77059 -1.05629  0.23
H -1.19926 1.12306 0.18259  0.21
H 0.32631 -0.71957 -1.51684  0.22
H -1.55817 -0.67679 -1.27371  0.22

# 8
This record from the OMol25 dataset describes 2 unconnected molecules or ions with the total composition C3H5FN2. The level of theory is the ωB97M-V functional and the def2-TZVPD basis.

Highest occupied orbital energy (alpha / beta)   -10.2 / -9.2 eV
DFT total energy   -8884.1791 eV
Orbital gap (alpha / beta)   9.21 / 8.51 eV

Each line ends with the natural charge from an NBO analysis.
Cartesian coordinates (Å):
F 1.36615 -0.21973 1.17890  -0.26
N -1.92326 -1.77797 0.82077  -0.29
N 0.94436 0.50797 0.04792  0.10
C 1.23290 -0.18666 -1.17402  -0.53
C -1.31190 0.73674 0.84759  -0.35
C -1.72416 -0.61267 0.86870  0.19
H 0.55549 0.09101 -1.97483  0.23
H 1.26336 -1.28257 -0.99627  0.22
H -1.81716 1.40736 0.23646  0.21
H -0.82865 1.27724 1.68888  0.24
H 2.24286 0.05928 -1.54411  0.23

# 9
This record from the OMol25 dataset describes C3H5FN2 in the gas phase. The level of theory is the ωB97M-V functional and the def2-TZVPD basis.

Highest occupied orbital energy   -9.4 eV
DFT total energy   -8888.5939 eV
Orbital gap   10.04 eV
SMILES   [H]/N=C(N)\C=C/F

Each line ends with the natural charge from an NBO analysis.
Cartesian coordinates (Å):
F 1.89694 0.54224 -0.18276  -0.33
N -0.61757 1.33181 0.25127  -0.82
N -2.16535 -0.34580 -0.16440  -0.66
C -0.93102 -0.04792 0.03539  0.37
C 1.43743 -0.68507 0.08289  0.29
C 0.12902 -0.97558 0.12430  -0.37
H 0.21084 1.63476 -0.30567  0.38
H 2.19185 -1.49666 0.21233  0.18
H -2.23132 -1.40097 -0.23412  0.33
H -0.08380 -2.08433 0.02940  0.23
H -1.49218 1.81635 -0.12073  0.39

# 10
This record from the OMol25 dataset describes C3H5FN2O2 in the gas phase. The level of theory is the ωB97M-V functional and the def2-TZVPD basis.

Highest occupied orbital energy   -9.6 eV
DFT total energy   -12982.7058 eV
Orbital gap   10.20 eV
SMILES   N/N=C\OC(=O)CF

Each line ends with the natural charge from an NBO analysis.
Cartesian coordinates (Å):
F 1.54057 3.09439 -0.52578  -0.36
O 2.09936 0.65535 0.02799  -0.55
O -0.02247 -0.16749 0.01757  -0.53
N -1.81207 -2.09974 -0.07498  -0.61
N -0.46010 -2.35880 0.01245  -0.26
C 0.38220 2.28011 -0.06208  -0.06
C 0.90403 0.80831 -0.06980  0.75
C 0.45290 -1.48366 0.01360  0.27
H 0.06578 2.59714 0.99395  0.22
H 1.48983 -1.63895 -0.16497  0.22
H -0.39257 2.31434 -0.86139  0.20
H -2.25923 -2.82068 0.37983  0.37
H -1.98823 -1.18031 0.31360  0.35

# 11
This record from the OMol25 dataset describes C3H5FN2S in the gas phase. The level of theory is the ωB97M-V functional and the def2-TZVPD basis.

Highest occupied orbital energy   -7.9 eV
DFT total energy   -19723.5880 eV
Orbital gap   8.61 eV
SMILES   N/C=C(F)/C=N\S

Each line ends with the natural charge from an NBO analysis.
Cartesian coordinates (Å):
S -1.88200 -0.66084 -1.20118  0.16
F -0.22596 1.17075 0.12206  -0.33
N 2.04390 1.84219 1.47105  -0.78
N -0.56507 -1.64660 -0.67814  -0.55
C 0.40112 -1.13876 -0.03214  0.02
C 1.74549 0.57194 1.10682  0.00
C 0.65328 0.20138 0.41693  0.21
H 1.30347 2.51786 1.40841  0.39
H 2.59067 1.95959 2.27091  0.38
H -2.54910 -1.64548 -1.73521  0.10
H 2.48044 -0.13116 1.40483  0.20
H 1.16897 -1.84062 0.27144  0.19

# 12
This record from the OMol25 dataset describes 2 unconnected molecules or ions with the total composition C3H5FN2S. The level of theory is the ωB97M-V functional and the def2-TZVPD basis.

Highest occupied orbital energy   -8.7 eV
DFT total energy   -19719.1758 eV
Orbital gap   7.51 eV

Each line ends with the natural charge from an NBO analysis.
Cartesian coordinates (Å):
S 1.47217 -0.09563 -3.07724  0.13
F -2.84607 0.20106 2.45939  -0.35
N 1.43108 -0.65548 -1.40318  -0.61
N 0.34114 -0.48556 0.49810  -0.55
C 0.48453 -0.07874 -0.78523  0.27
C -1.86123 0.42267 1.40528  0.13
C -0.71359 -0.24958 1.38544  -0.09
H 0.99220 -0.98223 0.88877  0.40
H 3.33163 0.82770 -3.20556  0.08
H -0.39235 -0.83438 2.28928  0.21
H -1.90242 1.47135 0.72692  0.19
H -0.33708 0.45881 -1.18196  0.18

Question: Among the records above, which one has the lowest DFT total energy?
Answer: C3H5DyO4

Question: Which value of DFT total energy does entry 1 give?
Answer: -8030.3694 eV

Question: DFT total energy of number 4 (C3H5F3O)?
Answer: -13390.6531 eV

Question: Which value of DFT total energy does entry 10 give?
Answer: -12982.7058 eV